(1)
Formula: C32H75B4BrO5
Source: OMol25
Level of theory: ωB97M-V/def2-TZVPD

```
! wB97M-V def2-TZVPD RIJCOSX def2/J DEFGRID3
* xyz 0 1
C 4.10 -0.46 0.35
O 4.38 -0.51 -1.03
C 3.40 -1.20 -1.77
C 3.61 -0.97 -3.25
C 2.50 -1.65 -4.06
B 1.14 -0.88 -4.04
O -0.08 -1.53 -4.17
B -1.14 -0.99 -3.45
C -2.62 -1.43 -3.71
C -2.79 -2.94 -3.96
C -3.15 -3.66 -2.68
Br -4.94 -3.25 -2.05
O -0.81 0.00 -2.54
B 0.06 0.97 -3.03
B -0.25 2.63 -2.73
C -1.71 3.20 -2.93
O 0.78 3.44 -2.35
O 1.08 0.49 -3.83
H 5.04 -0.39 0.89
H 3.49 0.42 0.59
H 3.55 -1.35 0.68
H 2.39 -0.84 -1.48
H 3.44 -2.27 -1.54
H 4.59 -1.36 -3.53
H 3.63 0.10 -3.44
H 2.31 -2.66 -3.66
H 2.82 -1.81 -5.09
H -2.99 -0.82 -4.55
H -3.21 -1.13 -2.84
H -3.54 -3.14 -4.73
H -1.83 -3.35 -4.29
H -2.48 -3.36 -1.87
H -3.11 -4.74 -2.79
H -1.87 4.15 -2.41
H -1.90 3.38 -3.99
H -2.46 2.49 -2.59
H 0.53 4.36 -2.28
C 2.60 -1.98 4.05
C 3.70 -0.93 4.20
C 4.27 -0.84 5.61
C 3.26 -0.45 6.69
C 2.55 0.88 6.45
C 3.50 2.07 6.38
H 1.75 -1.77 4.69
H 2.24 -2.03 3.02
H 2.98 -2.97 4.32
H 3.30 0.05 3.89
H 4.51 -1.16 3.50
H 5.10 -0.13 5.61
H 4.71 -1.81 5.88
H 3.79 -0.40 7.65
H 2.51 -1.24 6.80
H 1.83 1.04 7.25
H 1.97 0.83 5.52
H 4.07 2.17 7.30
H 2.95 3.01 6.23
H 4.21 1.97 5.56
C 6.50 7.40 4.38
C 7.57 6.81 5.28
C 8.40 5.72 4.60
C 7.61 4.49 4.15
C 6.83 3.79 5.26
C 7.71 3.24 6.37
H 5.77 6.65 4.07
H 5.95 8.19 4.89
H 6.94 7.83 3.48
H 7.11 6.41 6.19
H 8.25 7.61 5.61
H 9.20 5.41 5.28
H 8.91 6.15 3.73
H 8.30 3.78 3.70
H 6.91 4.78 3.36
H 6.26 2.97 4.82
H 6.08 4.47 5.69
H 8.43 2.53 5.98
H 7.11 2.72 7.13
H 8.26 4.03 6.88
C -3.22 -0.54 -8.29
C -4.74 -0.45 -8.40
C -5.48 -1.48 -7.55
C -5.20 -2.94 -7.91
C -5.53 -3.31 -9.36
C -7.00 -3.14 -9.71
H -2.84 -1.50 -8.63
H -2.74 0.24 -8.88
H -2.92 -0.41 -7.25
H -5.04 -0.55 -9.45
H -5.06 0.55 -8.09
H -6.55 -1.28 -7.60
H -5.20 -1.33 -6.50
H -5.78 -3.58 -7.24
H -4.15 -3.17 -7.71
H -5.25 -4.35 -9.52
H -4.92 -2.72 -10.05
H -7.64 -3.74 -9.06
H -7.20 -3.44 -10.74
H -7.32 -2.10 -9.61
C -4.82 -0.58 4.47
C -4.70 -1.92 3.76
C -5.18 -1.88 2.30
C -6.65 -1.51 2.11
C -7.64 -2.42 2.83
C -7.57 -3.87 2.36
H -5.85 -0.24 4.52
H -4.45 -0.65 5.50
H -4.24 0.19 3.96
H -5.27 -2.68 4.31
H -3.66 -2.25 3.77
H -4.98 -2.85 1.84
H -4.56 -1.15 1.76
H -6.87 -1.52 1.04
H -6.81 -0.48 2.44
H -8.65 -2.04 2.67
H -7.47 -2.38 3.91
H -7.77 -3.94 1.29
H -8.31 -4.49 2.88
H -6.59 -4.31 2.55
*
```

Computed properties:
Calculated total energy ... -4314.2162 hartree
LUMO level ... 0.31 eV
SMILES string ... COCCCB1OB(CCCBr)OB(B(C)O)O1.CCCCCC.CCCCCC.CCCCCC.CCCCCC



(2)
Formula: C32H76Cl8N4
Source: OMol25
Level of theory: ωB97M-V/def2-TZVPD

```
! wB97M-V def2-TZVPD RIJCOSX def2/J DEFGRID3
* xyz 0 1
Cl -3.75 -1.61 5.91
C -3.95 -1.67 4.15
C -2.69 -1.99 3.41
Cl -3.06 -2.18 1.68
H -4.20 -0.68 4.08
H -4.69 -2.30 3.89
H -1.99 -2.89 3.84
H -1.99 -1.20 3.55
Cl 2.99 -2.07 -0.88
C 3.99 -1.19 -2.04
C 3.70 0.32 -1.99
Cl 4.51 1.18 -0.53
H 3.86 -1.60 -2.99
H 5.28 -1.23 -1.74
H 2.80 0.75 -2.02
H 4.00 0.83 -2.98
Cl -4.66 -3.84 -3.25
C -6.02 -2.68 -3.01
C -5.49 -1.34 -2.53
Cl -4.32 -0.68 -3.71
H -6.56 -2.74 -2.24
H -6.77 -2.60 -3.77
H -5.13 -1.01 -1.56
H -6.29 -0.61 -2.73
Cl -0.63 0.50 -0.78
C -0.94 -1.04 -1.32
C -0.90 -1.11 -2.82
Cl 0.70 -0.77 -3.50
H -1.78 -1.49 -0.69
H -0.14 -1.62 -1.15
H -1.39 -0.41 -3.27
H -1.20 -2.05 -3.15
C 0.78 2.80 0.04
C 0.95 3.50 1.43
N 1.59 4.85 1.10
C 1.09 5.89 1.87
C 0.95 5.60 3.23
C 3.07 4.74 1.19
C 3.82 6.02 0.77
H 0.74 3.37 -0.85
H 0.17 2.13 -0.04
H 1.79 2.27 -0.09
H 1.41 2.79 2.16
H -0.09 3.71 1.63
H -0.01 6.05 1.73
H 1.35 6.97 1.45
H 1.05 4.59 3.61
H -0.03 6.08 3.67
H 1.80 5.83 3.78
H 3.35 3.80 0.56
H 3.46 4.55 2.25
H 3.62 5.99 -0.27
H 4.80 5.77 0.86
H 3.58 7.02 1.19
C 0.11 -2.48 5.61
C 1.07 -1.33 5.67
N 0.78 -0.36 4.55
C 0.96 0.97 4.68
C 2.04 1.38 5.47
C 1.51 -0.90 3.34
C 0.87 -0.17 2.03
H 0.32 -3.07 6.32
H 0.20 -2.88 4.65
H -1.06 -2.39 5.56
H 2.01 -1.38 5.77
H 0.74 -0.84 6.54
H 0.10 1.09 5.21
H 0.51 1.74 3.96
H 2.45 0.68 6.10
H 1.89 2.15 6.24
H 2.88 1.81 4.90
H 1.34 -1.90 3.26
H 2.58 -0.75 3.43
H 1.37 -0.23 1.17
H 0.92 0.75 2.33
H -0.04 -0.65 1.91
C 1.54 1.44 -4.83
C 0.14 1.40 -4.19
N -0.78 2.44 -4.66
C -2.28 2.25 -4.49
C -2.59 1.57 -3.30
C -0.45 3.72 -4.08
C -1.22 4.90 -4.55
H 1.36 1.19 -5.89
H 2.00 0.56 -4.39
H 1.98 2.41 -4.60
H 0.13 1.44 -3.13
H -0.23 0.34 -4.42
H -2.37 1.41 -5.24
H -3.04 3.06 -4.69
H -1.83 0.79 -2.71
H -3.54 1.01 -3.60
H -3.04 2.26 -2.68
H 0.69 3.87 -4.26
H -0.77 3.59 -3.05
H -0.83 5.86 -3.99
H -2.08 4.92 -4.33
H -0.96 5.30 -5.52
C -0.93 -3.81 1.43
C -1.11 -4.85 0.32
N -0.11 -4.77 -0.85
C 1.23 -4.84 -0.61
C 1.73 -5.74 0.26
C -0.67 -5.58 -1.98
C 0.03 -5.31 -3.27
H 0.09 -3.81 1.60
H -1.37 -4.18 2.38
H -1.15 -2.82 1.26
H -1.89 -4.75 -0.10
H -1.20 -5.75 0.74
H 1.42 -3.86 -0.22
H 1.85 -4.60 -1.54
H 1.34 -6.18 1.06
H 2.46 -5.25 1.02
H 2.24 -6.54 -0.22
H -1.70 -5.23 -2.18
H -0.70 -6.66 -1.75
H 0.08 -4.19 -3.44
H -0.62 -5.67 -3.85
H 1.07 -5.86 -3.36
*
```

Computed properties:
Calculated total energy ... -5164.4162 hartree
LUMO level ... 0.33 eV
Energy above the lowest of the compared OMol25 structures with the same formula, charge and spin ... 558.9 kcal per mole



Number 1: E_HOMO -0.3582 hartree, M 663.1 g/mol. Number 2: E_HOMO -0.2739 hartree, M 800.6 g/mol.